The following is a DFT calculation (the ωB97M-V functional and the def2-TZVPD basis) of a molecular structure, C12H9AuN4O3S2.

ORCA input file:
```
! wB97M-V def2-TZVPD RIJCOSX def2/J DEFGRID3
* xyz -1 2
Au 0.5337 0.2480 -0.3744
O 0.0149 1.3148 1.3510
N -0.7994 0.7754 2.2079
N -1.1843 -0.4895 1.9487
O -0.7692 -1.1378 0.8869
C -1.9797 -1.1145 2.8512
C -2.3629 -2.4585 2.6372
C -3.1770 -3.0864 3.5423
C -3.6367 -2.4145 4.6750
C -3.2649 -1.0883 4.8855
C -2.4478 -0.4322 4.0001
H -1.9955 -2.9606 1.7553
H -3.4680 -4.1139 3.3809
H -4.2806 -2.9173 5.3802
H -3.6277 -0.5748 5.7643
H -2.1470 0.5916 4.1494
O 0.4445 2.1108 -1.8401
N 1.4915 2.0861 -2.5920
C 1.3460 2.3755 -3.9027
C 2.4027 2.4033 -4.7721
C 3.6807 2.1287 -4.2897
C 3.8285 1.8254 -2.9534
C 2.7289 1.7723 -2.0960
S 2.9046 1.3129 -0.4595
H 0.3338 2.5917 -4.2037
H 2.2395 2.6417 -5.8109
H 4.5328 2.1493 -4.9496
H 4.7956 1.6082 -2.5293
S 1.5989 -2.7549 -3.8347
C 1.2520 -1.6408 -2.7666
N 1.0119 -0.7521 -2.0410
*
```

Computed properties:
- DFT total energy: -50051.9173 eV
- Kohn-Sham gap (alpha / beta): 6.66 / 6.95 eV
- HOMO (alpha / beta): -4.219 / -4.614 eV

The following is a DFT calculation (the ωB97M-V functional and the def2-TZVPD basis) of a molecular structure, C12H9Br4NO7Pt.

ORCA input file:
```
! wB97M-V def2-TZVPD RIJCOSX def2/J DEFGRID3
* xyz 0 1
Pt 0.2800 0.6810 0.0494
O 2.4925 -0.0786 0.1900
C 3.0411 -0.5284 -1.0618
C 2.2471 -1.7757 -1.4058
N 0.8171 -1.5057 -1.3291
C 0.2365 -1.0428 -2.5800
C 0.5546 0.4200 -2.8631
O 0.8164 0.8043 -3.9746
O 0.5135 1.2347 -1.8259
C 0.0218 -2.5283 -0.6756
C -1.3038 -1.9836 -0.1516
O -2.2370 -2.7317 0.0311
O -1.3347 -0.7192 0.1627
H 2.9982 0.6685 0.5316
H 4.0954 -0.7715 -0.9279
H 2.9393 0.2514 -1.8182
H 2.4968 -2.5495 -0.6801
H 2.5422 -2.1364 -2.3980
H -0.8510 -1.1181 -2.5113
H 0.5648 -1.6378 -3.4375
H 0.5731 -2.9081 0.1870
H -0.2101 -3.3776 -1.3269
Br -5.2527 2.6475 3.4417
C -3.5584 1.9842 3.0085
C -2.8498 1.1711 3.9618
Br -3.6393 0.7958 5.6164
C -1.6133 0.6545 3.6736
Br -0.6340 -0.4297 4.8405
C -1.0247 0.9386 2.4195
O 0.1153 0.4827 2.0568
C -1.7279 1.7813 1.4759
O -1.1194 2.0525 0.3737
C -3.0154 2.2732 1.7821
Br -3.8622 3.3080 0.4782
*
```

Computed properties:
- DFT total energy: -311825.5609 eV
- Kohn-Sham gap (alpha / beta): 5.06 / 5.06 eV
- HOMO (alpha / beta): -8.341 / -8.340 eV
- Relative energy (zero: lowest compared OMol25 entry of this formula, charge and spin): 2.067 eV